# 1
This record from the OMol25 dataset describes one molecule with the formula C10H15BrO2Si. The level of theory is the ωB97M-V functional and the def2-TZVPD basis.

Gap between HOMO and LUMO ... 8.38 eV
Electronic energy ... -92627.57371 eV
LUMO energy ... -0.32 eV
SMILES string ... C=C(Br)C(=O)/C=C\C(=C/O)[Si](C)(C)C
Net charge ... 0

Cartesian coordinates (Å):
C (-3.7712, 0.8159, -1.8126)
C (-3.1931, 0.4646, -0.6691)
Br (-3.8645, -1.0346, 0.3057)
C (-1.9928, 1.1650, -0.1272)
O (-1.3721, 1.9138, -0.8554)
C (-1.6257, 0.8515, 1.2491)
C (-0.3444, 0.6957, 1.6121)
C (0.7986, 0.7907, 0.7155)
C (1.3212, 1.9481, 0.3057)
O (0.9289, 3.1834, 0.6658)
Si (1.4575, -0.8734, 0.0649)
C (0.9993, -2.2303, 1.3249)
C (3.3444, -0.7849, -0.1852)
C (0.5661, -1.2272, -1.5859)
H (-4.6201, 0.2932, -2.2139)
H (-3.3768, 1.6517, -2.3656)
H (-2.4255, 0.6502, 1.9467)
H (-0.1252, 0.3510, 2.6167)
H (2.1891, 1.9801, -0.3344)
H (0.0671, 3.1424, 1.1006)
H (1.3504, -3.2034, 0.9937)
H (1.4310, -2.0426, 2.3026)
H (-0.0783, -2.3000, 1.4475)
H (3.7293, -1.7416, -0.5233)
H (3.6131, -0.0448, -0.9316)
H (3.8612, -0.5291, 0.7345)
H (1.0392, -0.7024, -2.4105)
H (0.5613, -2.2872, -1.8244)
H (-0.4681, -0.8956, -1.5469)

***

# 2
This record from the OMol25 dataset describes C10H15CaI2N2O4Si as an isolated structure. The level of theory is the ωB97M-V functional and the def2-TZVPD basis.

Gap between HOMO and LUMO ... 7.05 eV
Electronic energy ... -64307.52658 eV
LUMO energy ... 2.49 eV
Net charge ... -1

Cartesian coordinates (Å):
Ca (0.5747, 1.3534, 0.6456)
O (2.6098, -2.1661, -0.6547)
C (2.3896, -1.0206, -0.2723)
O (1.7387, -0.6398, 0.7521)
C (2.9891, 0.1110, -1.1269)
C (3.9948, -0.1757, -2.0444)
C (4.5574, 0.8615, -2.7641)
C (4.0906, 2.1550, -2.5634)
C (3.0701, 2.3520, -1.6523)
N (2.5361, 1.3535, -0.9488)
H (4.3020, -1.2047, -2.1588)
H (5.3515, 0.6690, -3.4749)
H (4.5027, 2.9968, -3.1021)
H (2.6543, 3.3363, -1.4703)
O (-1.1227, 2.1125, -0.8064)
N (-0.8821, 3.3576, -0.7135)
O (0.0923, 3.6259, 0.0076)
C (-3.6219, -2.9556, 1.3316)
Si (-2.6343, -1.3687, 1.0977)
C (-3.8066, 0.0926, 1.0705)
C (-1.6835, -1.4407, -0.5224)
C (-1.3825, -1.2702, 2.5104)
H (-4.3663, -3.0684, 0.5407)
H (-4.1488, -2.9441, 2.2880)
H (-2.9771, -3.8362, 1.3150)
H (-4.5849, -0.0718, 0.3213)
H (-3.2842, 1.0150, 0.8120)
H (-4.2917, 0.2391, 2.0378)
H (-2.3405, -1.7387, -1.3428)
H (-0.8493, -2.1436, -0.4755)
H (-1.2930, -0.4576, -0.7995)
H (-0.3956, -1.5936, 2.1765)
H (-1.6620, -1.8827, 3.3666)
I (-1.0090, 0.7191, 3.2774)
I (0.8822, 3.6287, 3.3423)

***

# 3
This record from the OMol25 dataset describes C10H15CrF12N3O10S4 as an isolated structure. The level of theory is the ωB97M-V functional and the def2-TZVPD basis.

Gap between HOMO and LUMO (alpha / beta) ... 8.87 / 10.76 eV
Electronic energy ... -139928.85389 eV
Multiplicity ... 5
LUMO energy (alpha / beta) ... -0.18 / -0.19 eV
Net charge ... 0

Cartesian coordinates (Å):
Cr (0.0262, 0.0198, 0.0597)
C (2.6499, 1.9980, 2.9446)
F (2.4747, 3.2832, 2.7708)
F (3.7391, 1.7672, 3.6609)
F (1.6046, 1.4816, 3.6100)
S (2.7731, 1.0557, 1.3370)
O (4.0423, 1.2668, 0.7552)
O (2.5305, -0.3026, 1.7596)
N (1.4457, 1.5413, 0.4417)
S (1.7131, 3.0369, -0.1804)
O (0.5826, 3.8837, -0.0399)
O (2.9663, 3.6251, 0.1596)
C (1.8432, 2.6813, -1.9744)
F (2.9175, 1.9185, -2.1923)
F (0.7389, 2.0800, -2.4106)
F (1.9949, 3.8110, -2.6465)
C (-3.8927, 1.0550, -0.8040)
F (-3.7085, 0.6486, 0.4542)
F (-4.5439, 0.0707, -1.4226)
F (-4.6074, 2.1481, -0.8992)
S (-2.1896, 1.3530, -1.5420)
O (-2.3273, 1.9946, -2.7925)
O (-1.5044, 2.0890, -0.5222)
N (-1.4022, -0.1009, -1.5157)
S (-1.7601, -0.9053, -2.8920)
O (-3.0715, -0.7090, -3.4074)
O (-0.6853, -0.7427, -3.8134)
C (-1.7253, -2.6959, -2.3488)
F (-0.5231, -3.2293, -2.5601)
F (-1.9897, -2.7877, -1.0317)
F (-2.6418, -3.3687, -3.0165)
C (-1.6361, 1.5932, 2.4568)
O (-1.2176, 0.3730, 1.8509)
C (-1.4163, -0.7354, 2.7581)
C (-1.0580, -1.9961, 2.0217)
N (0.2182, -1.7135, 1.3216)
C (0.6985, -2.8736, 0.5441)
C (1.7210, -2.4239, -0.4792)
O (1.2763, -1.2476, -1.1391)
C (2.0481, -1.0396, -2.3219)
H (-1.1284, 1.7621, 3.4105)
H (-2.7108, 1.5729, 2.6587)
H (-1.4320, 2.4047, 1.7666)
H (-2.4701, -0.7506, 3.0466)
H (-0.7954, -0.5211, 3.6326)
H (-1.8385, -2.3447, 1.3447)
H (-0.9652, -2.8365, 2.7251)
H (0.8175, -1.6159, 2.1323)
H (-0.1196, -3.4452, 0.1163)
H (1.1756, -3.5517, 1.2614)
H (1.9187, -3.2870, -1.1219)
H (2.6667, -2.2402, 0.0370)
H (1.9512, -1.9285, -2.9511)
H (3.1164, -0.9312, -2.1120)
H (1.7098, -0.1904, -2.9007)

***

# 4
This record from the OMol25 dataset describes C10H15N2O3S2Se2Te2V as an isolated structure. The level of theory is the ωB97M-V functional and the def2-TZVPD basis.

Gap between HOMO and LUMO (alpha / beta) ... 5.91 / 5.79 eV
Electronic energy ... -212378.13015 eV
Multiplicity ... 2
LUMO energy (alpha / beta) ... 2.51 / 2.50 eV
Net charge ... -1

Cartesian coordinates (Å):
V (0.7287, 0.5907, 1.3046)
Se (1.0172, 1.0461, 3.7006)
Te (0.0990, 3.3620, 4.2897)
Te (-0.9488, 4.0527, 1.8711)
Se (0.7826, 2.8900, 0.3989)
C (1.1137, -3.4651, -1.0121)
N (1.6548, -2.1306, -0.8717)
C (2.3649, -1.6968, 0.1724)
S (2.8881, -0.0698, 0.2232)
N (2.6054, -2.5747, 1.1559)
C (3.0871, -2.1589, 2.4635)
H (0.6207, -3.5353, -1.9777)
H (0.3589, -3.6568, -0.2455)
H (1.9023, -4.2218, -0.9654)
H (1.5523, -1.4649, -1.6181)
H (1.9792, -3.3647, 1.1767)
H (3.8393, -1.3858, 2.3440)
H (3.5255, -3.0217, 2.9637)
H (2.2709, -1.7592, 3.0700)
C (-4.3570, 0.7692, 5.7459)
C (-3.6707, 0.2120, 4.5284)
C (-3.2588, 1.0457, 3.4996)
C (-2.5731, 0.5415, 2.4028)
C (-2.2915, -0.8102, 2.3409)
C (-2.7117, -1.6681, 3.3501)
C (-3.4001, -1.1543, 4.4323)
S (-1.2349, -1.4370, 1.0731)
O (0.0505, -1.7083, 1.7611)
O (-1.8559, -2.5888, 0.4732)
O (-0.9688, -0.2809, 0.1653)
H (-4.6386, 1.8104, 5.5940)
H (-3.6913, 0.7285, 6.6106)
H (-5.2559, 0.2007, 5.9920)
H (-3.4369, 2.1130, 3.5572)
H (-2.2397, 1.2125, 1.6226)
H (-2.4795, -2.7239, 3.2924)
H (-3.7167, -1.8182, 5.2292)

***

# 5
This record from the OMol25 dataset describes C10H15N2O5Zr as an isolated structure. The level of theory is the ωB97M-V functional and the def2-TZVPD basis.

Gap between HOMO and LUMO ... 8.04 eV
Electronic energy ... -25116.55291 eV
LUMO energy ... 2.94 eV
Net charge ... -1

Cartesian coordinates (Å):
Zr (7.2951, 9.7193, 5.4893)
O (8.5134, 10.7187, 6.9464)
H (8.0091, 11.5247, 7.1823)
O (8.4659, 9.7920, 3.7873)
H (9.0646, 9.0494, 3.9755)
O (8.6165, 7.8882, 5.9974)
H (9.3219, 8.2801, 6.4875)
O (6.3525, 8.7751, 7.0859)
H (7.0679, 8.2761, 7.4614)
O (5.6966, 11.0513, 5.5022)
H (5.1558, 10.7850, 6.2479)
N (6.1345, 7.6555, 4.5848)
C (6.8664, 6.5345, 4.5636)
C (6.3057, 5.3263, 4.8626)
C (4.9816, 5.1972, 5.2719)
C (4.3215, 6.3979, 5.3754)
C (4.9065, 7.5989, 5.0026)
H (7.9241, 6.6461, 4.3322)
H (6.9875, 4.4808, 4.8964)
H (4.6532, 4.1436, 5.4715)
H (3.3639, 6.5405, 5.8452)
H (4.4078, 8.5683, 5.1544)
N (7.4171, 14.6071, 3.7491)
C (6.5116, 14.5524, 4.7410)
C (6.3732, 15.6911, 5.5440)
C (7.0584, 16.8706, 5.3472)
C (8.0095, 16.8521, 4.3680)
C (8.1054, 15.7117, 3.5389)
H (5.9554, 13.6285, 4.9927)
H (5.6764, 15.5598, 6.3493)
H (6.9331, 17.6385, 6.0747)
H (8.7840, 17.5776, 4.2985)
H (8.7642, 15.7831, 2.6869)

***

# 6
This record from the OMol25 dataset describes C10H15N3 as an isolated structure. The level of theory is the ωB97M-V functional and the def2-TZVPD basis.

Gap between HOMO and LUMO ... 9.33 eV
Electronic energy ... -15079.40263 eV
LUMO energy ... 0.26 eV
Net charge ... 0

Cartesian coordinates (Å):
C (-2.1867, -1.2827, -0.6812)
C (-2.8060, 1.6413, -0.3894)
C (-2.4060, -1.6238, 1.6730)
C (-2.2519, -0.8517, 0.6264)
C (1.2384, -1.7835, 0.0508)
C (2.5410, -1.0124, -0.3348)
C (2.2778, 0.2888, -1.1074)
C (1.5927, 1.3670, -0.1687)
C (0.1362, 1.5154, -0.4932)
C (-1.9520, 1.0711, 0.6902)
N (-2.0385, -1.4384, -1.8304)
N (-3.5156, 2.1372, -1.1458)
N (-0.6520, 1.6263, 0.7151)
H (-2.2815, -1.2215, 2.6707)
H (-2.5854, -2.6968, 1.6245)
H (0.7436, -1.1094, 0.8284)
H (0.5688, -1.8759, -0.9143)
H (1.4465, -2.7998, 0.3238)
H (3.2709, -1.6869, -0.7922)
H (3.1133, -0.7716, 0.5580)
H (1.6821, 0.1057, -1.9831)
H (3.2906, 0.6311, -1.5485)
H (2.0583, 2.2995, -0.4034)
H (1.8186, 0.9007, 0.8474)
H (-0.3047, 0.7131, -1.1561)
H (-0.0900, 2.5780, -0.8861)
H (-2.4793, 1.1944, 1.6953)
H (-0.2291, 2.0846, 1.5309)

***

# 7
This record from the OMol25 dataset describes one molecule with the formula C10H15N3S. The level of theory is the ωB97M-V functional and the def2-TZVPD basis.

Gap between HOMO and LUMO ... 8.73 eV
Electronic energy ... -25919.14875 eV
LUMO energy ... 0.73 eV
SMILES string ... Nc1nc2c(s1)CCN1CCCC[C@H]21
Net charge ... 0

Cartesian coordinates (Å):
N (-4.2542, -0.2568, -2.0763)
C (-3.0462, -0.5875, -1.4864)
N (-2.1336, 0.2700, -1.2020)
C (-1.0093, -0.3948, -0.7197)
C (-1.1001, -1.7238, -0.6185)
S (-2.6603, -2.2559, -1.1855)
C (-0.0013, -2.6054, -0.0527)
C (0.8971, -1.7090, 0.7859)
N (1.3103, -0.5084, 0.0689)
C (2.3543, 0.1786, 0.8392)
C (2.4517, 1.6418, 0.4265)
C (1.1763, 2.4091, 0.7892)
C (-0.0703, 1.4830, 0.6695)
C (0.2241, 0.3722, -0.3518)
H (-4.4198, 0.7373, -2.0756)
H (-5.0547, -0.8132, -1.8436)
H (0.5824, -3.0782, -0.8791)
H (-0.4006, -3.4283, 0.6149)
H (0.3604, -1.3942, 1.7134)
H (1.8578, -2.2615, 1.0131)
H (3.3498, -0.3015, 0.6664)
H (2.0831, 0.1165, 1.9049)
H (2.6363, 1.7568, -0.6502)
H (3.2997, 2.1356, 0.8945)
H (1.0488, 3.2785, 0.1718)
H (1.1957, 2.8200, 1.8182)
H (-0.2888, 1.0809, 1.6696)
H (-0.9448, 2.0593, 0.3733)
H (0.5561, 0.9789, -1.2780)

***

What did the fifth record say?
This record from the OMol25 dataset describes C10H15N2O5Zr as an isolated structure. The level of theory is the ωB97M-V functional and the def2-TZVPD basis.

Gap between HOMO and LUMO ... 8.04 eV
Electronic energy ... -25116.55291 eV
LUMO energy ... 2.94 eV
Net charge ... -1

Cartesian coordinates (Å):
Zr (7.2951, 9.7193, 5.4893)
O (8.5134, 10.7187, 6.9464)
H (8.0091, 11.5247, 7.1823)
O (8.4659, 9.7920, 3.7873)
H (9.0646, 9.0494, 3.9755)
O (8.6165, 7.8882, 5.9974)
H (9.3219, 8.2801, 6.4875)
O (6.3525, 8.7751, 7.0859)
H (7.0679, 8.2761, 7.4614)
O (5.6966, 11.0513, 5.5022)
H (5.1558, 10.7850, 6.2479)
N (6.1345, 7.6555, 4.5848)
C (6.8664, 6.5345, 4.5636)
C (6.3057, 5.3263, 4.8626)
C (4.9816, 5.1972, 5.2719)
C (4.3215, 6.3979, 5.3754)
C (4.9065, 7.5989, 5.0026)
H (7.9241, 6.6461, 4.3322)
H (6.9875, 4.4808, 4.8964)
H (4.6532, 4.1436, 5.4715)
H (3.3639, 6.5405, 5.8452)
H (4.4078, 8.5683, 5.1544)
N (7.4171, 14.6071, 3.7491)
C (6.5116, 14.5524, 4.7410)
C (6.3732, 15.6911, 5.5440)
C (7.0584, 16.8706, 5.3472)
C (8.0095, 16.8521, 4.3680)
C (8.1054, 15.7117, 3.5389)
H (5.9554, 13.6285, 4.9927)
H (5.6764, 15.5598, 6.3493)
H (6.9331, 17.6385, 6.0747)
H (8.7840, 17.5776, 4.2985)
H (8.7642, 15.7831, 2.6869)